DFT (the ωB97M-V functional and the def2-TZVPD basis) results for a gas-phase ion, C3H6NO2S (charge -1).

Geometry (Å):
C1 1.08819 1.07496 0.25431
C2 0.51297 -0.46708 0.56739
C3 -0.44185 -0.68616 -0.60846
N1 2.45103 1.17104 -0.34601
O1 4.36322 -0.46408 -0.66287
O2 1.63368 -1.29751 0.50517
S1 3.25110 -0.08958 0.24298
H1 0.32437 1.46273 -0.40284
H2 1.05217 1.61307 1.15709
H3 -0.10022 -0.87200 1.45495
H4 -0.54925 -1.77209 -0.61477
H5 0.27254 -0.52624 -1.40607
H6 -1.41683 -0.10502 -0.49792

Values from the calculation:
LUMO energy = 4.2 eV
Relative energy (zero: lowest compared OMol25 entry of this formula, charge and spin) = 79.5 kcal/mol
Net charge = -1
Orbital gap = 7.619 eV
Spin multiplicity = 1
HOMO = -3.47 eV

How positive or negative is each atom? The natural (NBO) charges in e answer that: C -0.28; C 0.09; C -0.67; N -0.90; O -0.97; O -0.82; S 1.47; H 0.17; H 0.16; H 0.14; H 0.20; H 0.22; H 0.19